Below is one molecule with the formula C3H8N2 at a distorted geometry, with properties calculated with ωB97M-V/def2-TZVPD.

```
! wB97M-V def2-TZVPD RIJCOSX def2/J DEFGRID3
* xyz 0 1
N -2.062 1.567 1.096
N -0.158 0.381 0.379
C -0.950 1.519 0.381
C 0.684 -0.182 -0.636
C 0.911 -1.701 -0.194
H 1.372 -1.995 0.816
H -0.519 2.334 -0.114
H -2.651 2.305 0.742
H 1.735 0.306 -0.797
H 0.103 0.080 -1.605
H 0.004 -2.289 -0.478
H 1.783 -2.038 -0.789
H -0.252 -0.286 1.199
*
```

The HOMO-LUMO gap is 0.3511 Eh. The SMILES is [H]/N=C/NCC. The lowest unoccupied orbital energy is 0.039 Ha. The calculation puts the energy at -228.553070 a.u.



Below is a 5-piece molecular cluster, H11NO4 overall at a distorted geometry, with properties calculated with ωB97M-V/def2-TZVPD.

```
! wB97M-V def2-TZVPD RIJCOSX def2/J DEFGRID3
* xyz 0 1
O -0.221 1.118 -1.395
O -0.083 2.599 0.988
O 1.332 0.394 2.085
O -1.156 -1.491 -2.102
N -0.234 -2.076 0.476
H -0.871 -1.854 -1.209
H 0.150 2.362 0.079
H -0.196 3.543 0.884
H -0.565 -2.668 1.236
H -0.609 0.247 -1.301
H 0.056 -1.276 1.045
H 0.918 0.911 1.409
H -0.729 1.495 -2.146
H 2.007 1.014 2.404
H 0.689 -2.439 0.242
H -0.487 -1.876 -2.695
*
```

The HOMO-LUMO gap is 0.4315 Eh. The SMILES is N.O.O.O.O. The lowest unoccupied orbital energy is 0.027 Ha. The calculation puts the energy at -362.314033 a.u.



Below is C6H11Br2ClOSi as an isolated structure at a distorted geometry, with properties calculated with ωB97M-V/def2-TZVPD.

```
! wB97M-V def2-TZVPD RIJCOSX def2/J DEFGRID3
* xyz 0 1
Br -0.988 -1.872 -1.808
Br 1.347 -2.118 2.263
Cl -2.383 3.195 0.161
Si -0.122 1.438 0.338
O -0.414 -4.715 -1.059
C 0.255 -1.676 0.723
C 0.554 1.476 2.151
C 0.619 -3.913 -0.726
C -1.975 1.433 0.271
C 0.713 1.782 -1.242
C 0.150 -2.530 -0.278
H 1.268 -3.920 -1.606
H 1.159 -4.144 0.177
H -2.413 0.979 1.102
H 1.024 0.455 2.436
H 0.576 2.862 -1.676
H 1.845 1.821 -0.950
H 0.521 0.997 -2.050
H -1.082 -4.193 -1.487
H 1.096 2.314 2.240
H -2.419 1.153 -0.654
H -0.347 1.608 2.824
*
```

The HOMO-LUMO gap is 0.2640 Eh. The lowest unoccupied orbital energy is -0.033 Ha. The calculation puts the energy at -6208.017365 a.u.



Below is C44H52BGe2N11Sn as an isolated structure at a distorted geometry, with properties calculated with ωB97M-V/def2-TZVPD.

```
! wB97M-V def2-TZVPD RIJCOSX def2/J DEFGRID3
* xyz 3 2
Sn 16.645 -17.097 -2.543
Ge 7.970 -13.592 -4.647
Ge 10.220 -12.967 -5.219
N 17.898 -18.792 -0.175
N 18.709 -16.750 -5.099
N 18.916 -17.807 -5.961
N 19.991 -18.799 -4.155
N 15.803 -19.856 -1.088
N 20.584 -21.077 -4.267
N 15.817 -19.174 -2.352
N 17.354 -14.287 -4.027
N 18.147 -17.924 -1.167
N 15.690 -17.906 0.490
N 15.665 -16.861 -0.411
C 14.924 -17.544 1.579
C 19.977 -18.169 0.025
C 14.344 -16.284 1.344
C 12.792 -9.718 -5.933
C 18.100 -11.963 -5.419
C 10.836 -8.833 -4.769
C 15.179 -19.681 -4.715
C 17.172 -13.090 -3.535
C 12.748 -14.301 -4.539
C 8.280 -13.469 -2.694
C 19.022 -19.882 1.756
C 19.767 -22.532 -6.005
C 15.026 -22.102 -0.151
C 15.297 -19.999 -3.245
C 19.984 -21.258 -5.445
C 11.999 -8.615 -5.505
C 17.995 -14.399 -5.213
C 11.020 -11.222 -5.217
C 18.768 -21.514 -7.971
C 14.477 -14.677 -0.694
C 6.633 -12.371 -5.351
C 19.937 -16.335 -1.864
C 17.541 -11.823 -4.135
C 18.243 -13.191 -6.002
C 19.449 -20.133 -6.142
C 13.877 -15.973 -5.899
C 15.279 -21.110 -1.290
C 19.247 -22.659 -7.304
C 12.717 -16.065 -6.712
C 12.284 -11.012 -5.687
C 18.514 -15.610 -5.740
C 14.907 -21.234 -2.597
C 18.836 -20.285 -7.322
C 19.019 -19.020 0.535
C 11.620 -15.232 -6.435
C 19.549 -18.842 -5.411
C 13.905 -15.108 -4.800
C 10.247 -10.094 -4.725
C 14.675 -18.391 2.772
C 7.834 -15.398 -5.323
C 19.376 -17.486 -1.049
C 11.652 -14.301 -5.395
C 20.422 -19.892 -3.663
C 14.825 -15.869 0.042
B 16.424 -19.173 0.084
H 20.887 -19.775 -2.722
H 17.409 -10.841 -3.687
H 14.825 -16.471 -6.164
H 14.313 -20.297 -5.077
H 7.229 -13.284 -2.250
H 16.041 -19.991 -5.295
H 21.041 -21.711 -3.624
H 19.267 -23.636 -7.790
H 14.610 -21.641 0.840
H 13.415 -14.451 -0.636
H 12.781 -16.688 -7.553
H 14.949 -13.813 -0.239
H 14.801 -14.687 -1.751
H 14.265 -22.845 -0.545
H 10.304 -7.988 -4.343
H 13.617 -18.243 2.988
H 13.525 -15.913 1.992
H 14.368 -22.111 -3.066
H 14.831 -19.456 2.691
H 20.917 -16.526 -2.310
H 19.317 -20.955 1.520
H 6.380 -11.602 -4.640
H 8.831 -12.591 -2.344
H 12.858 -11.828 -5.899
H 18.635 -13.285 -7.030
H 18.746 -15.495 -6.804
H 16.260 -19.867 0.979
H 8.691 -14.421 -2.316
H 19.158 -15.996 -2.536
H 21.001 -18.194 0.424
H 15.087 -17.890 3.691
H 18.397 -19.351 -7.721
H 20.142 -15.531 -1.141
H 6.884 -15.763 -4.936
H 14.876 -15.059 -4.169
H 12.857 -13.610 -3.732
H 15.927 -22.484 0.123
H 8.729 -16.067 -5.037
H 6.928 -11.921 -6.346
H 12.345 -7.613 -5.674
H 7.807 -15.597 -6.365
H 18.254 -11.111 -6.065
H 10.757 -15.319 -7.044
H 18.319 -21.678 -8.948
H 9.223 -10.201 -4.386
H 19.955 -23.433 -5.377
H 5.792 -13.054 -5.557
H 16.672 -12.989 -2.579
H 19.763 -19.452 2.517
H 18.015 -20.016 2.076
H 13.774 -9.566 -6.304
H 14.879 -18.622 -4.863
*
```

The HOMO-LUMO gap (spin up / spin down) is 0.2578 / 0.1758 Eh. As for the expectation value of S²: 0.80. The lowest unoccupied orbital energy (spin up / spin down) is -0.285 / -0.367 Ha. The calculation puts the energy at -6702.272156 a.u.



Below is a 2-piece molecular cluster, C6H12O overall, with properties calculated with ωB97M-V/def2-TZVPD.

```
! wB97M-V def2-TZVPD RIJCOSX def2/J DEFGRID3
* xyz 0 1
O 0.596 -1.361 -0.047
C -1.745 1.410 0.523
C 0.186 0.937 1.150
C -0.232 -1.573 -1.160
C -0.320 1.725 -0.034
C 1.969 -1.212 -0.272
C -1.028 0.582 1.567
H -0.036 2.780 -0.096
H -1.252 -1.282 -0.873
H -2.248 2.289 0.938
H 0.060 -0.973 -2.036
H 2.429 -1.114 0.719
H 2.410 -2.084 -0.774
H -0.126 1.253 -1.007
H -0.245 -2.635 -1.441
H -2.431 0.902 -0.164
H 1.194 0.720 1.492
H 2.216 -0.304 -0.849
H -1.381 -0.087 2.347
*
```

The HOMO-LUMO gap is 0.3605 Eh. The SMILES is C1=CCC1.COC. The lowest unoccupied orbital energy is 0.040 Ha. The calculation puts the energy at -310.946655 a.u.



Below is C24H28N4O2Tl as an isolated structure, with properties calculated with ωB97M-V/def2-TZVPD.

```
! wB97M-V def2-TZVPD RIJCOSX def2/J DEFGRID3
* xyz 3 1
Tl 1.680 2.258 -0.821
O 0.231 0.142 -1.893
O -0.398 1.793 0.964
N -2.370 -0.202 -2.031
N 2.455 1.100 1.513
N -3.348 2.851 1.104
N 3.085 0.030 -1.460
C -0.752 -1.607 -3.120
C 0.402 -0.879 -2.577
C 1.893 0.749 2.594
C -0.580 -2.668 -3.974
C -3.745 0.812 -0.245
C 2.974 -0.923 -2.288
C 0.899 -4.230 -5.306
C 4.508 -0.040 0.560
C -1.838 1.816 2.839
C 4.430 0.269 -0.934
C 3.925 1.005 1.507
C 0.472 0.877 2.976
C -2.030 1.443 4.150
C -3.085 2.192 -0.190
C 0.710 -3.113 -4.347
C 1.725 -1.418 -2.891
C -2.899 2.643 2.298
C -0.573 1.498 2.148
C -1.076 0.684 4.866
C 0.169 0.460 4.249
C -3.721 0.232 -1.655
C -1.344 0.240 6.258
C -2.092 -1.214 -2.778
C 1.826 -2.474 -3.759
H 5.165 -0.337 -1.472
H -4.385 -0.627 -1.732
H 4.302 1.994 1.228
H -1.443 -3.183 -4.382
H 4.078 -1.024 0.762
H 3.858 -1.489 -2.598
H 1.507 -5.019 -4.854
H -2.405 0.065 6.431
H -2.945 1.721 4.662
H 2.812 -2.854 -4.006
H -4.053 0.977 -2.382
H -0.044 -4.657 -5.638
H -4.792 0.901 0.049
H -3.532 2.843 -0.939
H -0.782 -0.658 6.509
H 4.290 0.803 2.518
H -1.545 0.323 -1.715
H -3.443 3.204 3.053
H -1.027 1.025 6.955
H 4.690 1.318 -1.107
H -2.922 -1.804 -3.159
H 0.941 -0.026 4.836
H 5.568 -0.112 0.812
H -2.011 2.161 -0.342
H -4.097 3.535 1.062
H -3.271 0.121 0.457
H 1.454 -3.880 -6.181
H 2.502 0.353 3.414
*
```

The HOMO-LUMO gap (spin up / spin down) is 0.2181 / 0.2182 Eh. The lowest unoccupied orbital energy (spin up / spin down) is -0.404 / -0.404 Ha. The calculation puts the energy at -1472.363739 a.u.



Below is a 2-piece molecular cluster, C4H9NS overall at a distorted geometry, with properties calculated with ωB97M-V/def2-TZVPD.

```
! wB97M-V def2-TZVPD RIJCOSX def2/J DEFGRID3
* xyz 0 1
S -3.509 0.306 -0.337
N -0.245 0.127 -0.175
C -3.789 -1.020 0.580
C 2.001 -0.176 0.646
C -0.366 1.559 0.322
C 0.780 -0.600 -0.070
H -0.140 1.529 1.357
H 0.368 2.247 -0.089
H 2.191 -0.418 1.689
H -4.232 -1.810 0.085
H 1.926 0.899 0.648
H 0.687 -1.549 -0.556
H 3.001 -0.623 0.304
H -1.512 1.654 0.342
H -3.453 -1.196 1.589
*
```

The HOMO-LUMO gap (spin up / spin down) is 0.3114 / 0.3114 Eh. The SMILES is C/C=N\C.C=S. The lowest unoccupied orbital energy (spin up / spin down) is -0.008 / -0.008 Ha. The calculation puts the energy at -610.637128 a.u.



Below is one molecule with the formula C2H2F2OS at a distorted geometry, with properties calculated with ωB97M-V/def2-TZVPD.

```
! wB97M-V def2-TZVPD RIJCOSX def2/J DEFGRID3
* xyz 0 1
S -0.339 -1.828 0.078
F -1.313 0.552 -1.105
F -1.463 0.568 1.010
O 1.602 0.982 -0.545
C 0.743 0.758 0.286
C -0.655 0.364 0.015
H 0.502 -1.832 -0.998
H 0.922 0.437 1.260
*
```

The HOMO-LUMO gap is 0.3272 Eh. The SMILES is O=CC(F)(F)S. The lowest unoccupied orbital energy is -0.040 Ha. The calculation puts the energy at -750.499829 a.u.